No. 1
Here is C13H16AsCdNO2 as an isolated structure from the Open Molecules 2025 dataset. Energies are from ωB97M-V/def2-TZVPD.

Each line ends with the Mulliken charge.
Cartesian coordinates (Å):
Cd1 -0.56 2.05 1.30  -0.17
As1 1.25 0.24 1.72  0.24
O1 -1.94 3.42 0.97  -0.51
O2 -3.55 3.82 -0.57  -0.66
N1 -1.17 1.08 -0.36  -0.77
C1 -2.52 0.35 -2.68  -0.66
C2 -2.19 1.86 -0.83  0.03
C3 -0.04 -2.40 -2.35  -0.94
C4 -2.88 1.51 -1.99  -0.27
C5 0.21 -0.82 -0.54  0.04
C6 0.61 -1.99 -1.19  0.66
C7 -1.08 -1.62 -2.86  -1.00
C8 2.47 0.34 3.27  -1.04
C9 0.76 -1.65 2.00  -1.32
C10 2.66 -0.13 0.39  -1.33
C11 -1.48 -0.45 -2.20  1.56
C12 -0.83 -0.03 -1.02  0.66
C13 -2.59 3.14 -0.08  0.90
H1 3.16 -0.52 3.27  0.33
H2 1.42 -2.58 -0.78  0.48
H3 0.23 -2.03 1.09  0.52
H4 3.05 1.28 3.21  0.35
H5 1.67 -2.27 2.17  0.34
H6 -0.04 2.91 2.74  -0.19
H7 2.20 -0.46 -0.56  0.53
H8 -1.59 -1.94 -3.77  0.39
H9 3.34 -0.93 0.76  0.34
H10 -3.69 2.14 -2.35  0.50
H11 0.27 -3.31 -2.86  0.40
H12 1.87 0.34 4.20  0.35
H13 0.71 -0.50 0.37  -0.91
H14 -3.07 0.09 -3.58  0.43
H15 0.09 -1.74 2.87  0.35
H16 3.25 0.80 0.22  0.35

Summary:
E_HOMO (Eh): -0.2667
Strongest force on any atom (eV Å⁻¹): 5.42
LUMO level (eV): -1.23
Frontier orbital gap (eV): 6.03
Total charge: 0

No. 2
Here is an isolated ion of composition C11H15N4O and charge +1 from the Open Molecules 2025 dataset. Energies are from ωB97M-V/def2-TZVPD.

Each line ends with the Mulliken charge.
Cartesian coordinates (Å):
O1 0.31 -0.49 1.33  -0.30
N1 -0.86 -2.78 0.99  0.29
N2 -1.99 -1.04 0.26  0.31
N3 -2.37 1.25 1.12  -0.47
N4 -2.02 -3.28 0.46  -0.59
C1 3.59 -0.62 -0.38  -0.45
C2 -2.25 0.82 -1.51  -0.36
C3 4.03 -0.22 1.14  -0.84
C4 -0.73 -1.33 0.89  0.07
C5 1.05 0.10 0.22  -0.05
C6 -2.23 0.42 -0.02  0.27
C7 -2.81 -2.20 -0.04  0.10
C8 -2.45 2.34 -1.82  -0.30
C9 -2.60 3.30 -0.58  -0.41
C10 -2.55 2.63 0.82  -0.14
C11 2.03 -0.95 -0.53  -0.60
H1 -2.72 4.42 -0.68  0.34
H2 -2.10 0.05 -2.35  0.34
H3 3.22 -0.61 1.87  0.19
H4 1.74 -2.01 -0.21  0.26
H5 3.92 0.93 1.20  0.23
H6 5.07 -0.59 1.42  0.31
H7 4.17 -1.57 -0.64  0.31
H8 1.63 0.99 0.67  0.36
H9 3.83 0.25 -1.10  0.29
H10 -0.13 -3.37 1.43  0.32
H11 -3.84 -2.19 -0.53  0.38
H12 -2.47 2.76 -2.88  0.37
H13 1.80 -0.90 -1.66  0.31
H14 0.39 0.56 -0.60  0.07
H15 -2.64 3.34 1.72  0.35

Summary:
E_HOMO (Eh): -0.4774
Strongest force on any atom (eV Å⁻¹): 6.52
LUMO level (eV): -3.72
Frontier orbital gap (eV): 9.27
Relative energy (zero: lowest compared OMol25 entry of this formula, charge and spin) (kJ/mol): 586.0
Total charge: +1
SMILES string: CCCCOc1[nH]nc[n+]1-c1ccccn1

No. 3
Here is an isolated ion of composition C8H9O and charge +1 from the Open Molecules 2025 dataset. Energies are from ωB97M-V/def2-TZVPD.

Each line ends with the Mulliken charge.
Cartesian coordinates (Å):
O1 1.39 0.00 -0.69  -0.14
C1 -0.62 1.22 -0.23  -0.38
C2 -0.63 -1.21 -0.16  -0.35
C3 2.39 -0.72 0.08  -0.28
C4 0.04 0.00 -0.31  0.75
C5 -2.00 -1.19 0.03  -0.56
C6 -2.68 0.02 0.09  -0.51
C7 -1.99 1.22 -0.02  -0.53
C8 2.59 0.71 0.29  -0.23
H1 -0.09 -2.14 -0.23  0.44
H2 -2.53 -2.12 0.10  0.39
H3 3.08 -1.26 -0.56  0.25
H4 -2.52 2.16 0.03  0.39
H5 2.13 1.21 1.13  0.30
H6 3.25 1.28 -0.35  0.26
H7 -0.07 2.14 -0.33  0.44
H8 2.00 -1.32 0.90  0.37
H9 -3.75 0.01 0.24  0.41

Summary:
E_HOMO (Eh): -0.4976
Strongest force on any atom (eV Å⁻¹): 2.05
LUMO level (eV): -4.73
Frontier orbital gap (eV): 8.81
Relative energy (zero: lowest compared OMol25 entry of this formula, charge and spin) (kJ/mol): 0.0
Total charge: +1

No. 4
Here is one molecule with the formula C3H4N2O from the Open Molecules 2025 dataset. Energies are from ωB97M-V/def2-TZVPD.

Each line ends with the Mulliken charge.
Cartesian coordinates (Å):
O1 -0.16 1.73 0.56  -0.46
N1 0.39 -1.54 -0.44  -0.43
N2 0.97 0.23 2.07  -0.54
C1 0.28 0.50 1.14  0.36
C2 -1.18 0.34 -0.83  -0.40
C3 -0.38 -0.46 -0.24  0.29
H1 -1.85 0.90 -1.42  0.39
H2 0.40 -2.01 -1.33  0.20
H3 0.61 2.20 0.16  0.34
H4 0.93 -1.88 0.34  0.25

Summary:
E_HOMO (spin up / spin down) (Eh): -0.3226 / -0.3226
Strongest force on any atom (eV Å⁻¹): 2.35
LUMO level (spin up / spin down) (eV): -0.78 / -0.78
Frontier orbital gap (spin up / spin down) (eV): 8.00 / 8.00
Relative energy (zero: lowest compared OMol25 entry of this formula, charge and spin) (kJ/mol): 589.8
Total charge: 0

total charge of number 3 (C8H9O)? +1